No. 1
C28H63InN3O9S2 | ωB97M-V/def2-TZVPD

Its total charge is -1. The spin multiplicity is 1. For the calculated total energy, the calculation gives -79785.2867 eV. Its gap between HOMO and LUMO is 6.11 eV.

```
106
Properties=species:S:1:pos:R:3:mulliken_charge:R:1
In 0.2891 4.3980 0.1648 0.800
S -3.0349 3.2804 3.7560 -0.084
S -5.4613 3.3362 1.8876 -0.157
O -1.7349 -3.3734 -6.0729 -0.408
O -6.2177 -7.2592 -1.8865 -0.374
O -4.4933 -5.0829 -2.8977 -0.273
O -1.8937 -0.9247 -4.4264 -0.273
O 6.4541 2.7195 -3.7336 -0.367
O 4.9637 2.9224 -1.1899 -0.344
O 1.6159 -2.1835 5.0105 -0.269
O 0.1332 2.3801 0.7479 -0.532
O 1.2771 -3.9367 7.3650 -0.374
N -2.4926 -0.4865 0.3211 -0.572
N -3.3480 1.7135 1.1916 0.369
N 3.4710 5.0400 3.1352 -0.660
C -2.9765 0.2860 1.5480 -0.134
C -0.3694 -3.0544 -6.3209 -0.729
C 0.4496 -2.8071 7.0708 -0.521
C 4.7217 1.9317 -2.1940 -0.364
C 6.0016 1.5982 -2.9686 -0.720
C 2.4376 0.1118 2.3654 -1.019
C 7.5230 3.4126 -3.0979 -0.692
C -1.6431 5.4086 0.7668 -0.522
C -1.5308 4.3210 3.3102 -0.084
C -2.1409 -0.2005 -5.6270 -0.833
C 2.2740 -3.2681 4.3637 -0.886
C -2.7608 -2.0539 -4.2838 -0.350
C -1.8533 5.6275 2.3765 -0.717
C -4.5863 -6.3835 -3.4876 -0.406
C 2.4336 1.6281 1.6605 0.437
C -7.0290 -6.2589 -1.2796 -0.677
C -5.9746 -6.9960 -3.2718 -0.646
C 1.3688 1.6749 0.3739 -0.294
C -3.8192 -5.1060 -1.6435 -0.910
C -3.8946 2.7072 2.1932 -0.136
C -2.5623 0.5282 -0.8292 -0.149
C 2.5890 -3.5567 7.7670 -0.691
C 2.1790 5.4387 0.8586 -0.143
C 4.5449 4.2202 -1.6001 -0.738
C 0.3513 -2.5664 5.5603 -0.511
C -2.0516 -3.3545 -4.6774 -0.045
C 2.2653 5.7201 2.4714 -0.187
C -3.0919 1.9779 -0.2758 -0.238
H -4.4209 -6.2588 -4.5626 0.349
H 0.3552 4.4082 -1.6652 -0.383
H 4.9932 4.9536 -0.9253 0.299
H -2.7419 -5.1989 -1.8073 0.314
H -4.0170 -4.1612 -1.1313 0.266
H -2.5297 4.8119 0.2439 -0.044
H -0.3389 -1.7357 5.3815 0.349
H -0.2597 -2.8220 -7.3830 0.252
H -2.7299 -4.1938 -4.4929 -0.060
H -3.0398 -2.1123 -3.2278 0.253
H -1.2908 0.4642 -5.8066 0.257
H 4.8623 4.4504 -2.6214 0.424
H -2.2914 0.3418 -1.9633 0.284
H 3.1798 0.1736 3.2962 0.297
H -3.2380 2.9784 -0.8697 0.312
H 3.0816 4.7029 0.5960 -0.429
H 3.7512 4.1770 2.6178 0.233
H 3.3202 -2.9919 4.2115 0.240
H -3.0099 5.8812 2.5287 0.333
H -1.2776 6.5690 2.8181 0.290
H -0.5491 -3.0327 7.4558 0.364
H -0.0454 -3.4492 5.0475 0.369
H -3.0443 0.4061 -5.5091 0.316
H -3.6819 -1.9135 -4.8651 0.345
H 7.6337 4.3876 -3.5814 0.245
H 1.2826 5.4917 3.0654 -0.032
H 2.2240 2.4831 2.4382 -0.001
H -6.7097 -5.2505 -1.5487 0.276
H 2.8708 -0.7162 1.6462 0.247
H 0.2585 -3.9176 -6.0827 0.323
H 3.2329 -4.4393 7.7108 0.241
H -1.6458 6.4841 0.2609 0.251
H 3.5088 1.7215 1.1576 -0.073
H -8.0729 -6.4061 -1.5740 0.323
H 4.3796 1.0298 -1.6763 0.363
H -6.0191 -7.9567 -3.7930 0.375
H 5.7833 0.7940 -3.6772 0.385
H -6.7606 -6.3529 -3.6898 0.346
H -1.1154 4.7459 4.3446 0.306
H -3.8021 -7.0436 -3.1013 0.345
H 1.8432 2.2587 -0.5467 -0.044
H 0.8136 -1.9114 7.5918 0.327
H -6.9501 -6.3670 -0.1940 0.243
H -0.7091 3.5981 2.8983 -0.042
H 1.1153 0.5576 0.1057 0.237
H -0.0383 -2.1878 -5.7411 0.308
H 6.7917 1.2428 -2.2936 0.345
H 1.3442 -0.1648 2.6982 0.201
H -3.0639 -0.1836 2.6165 0.293
H 2.2413 -4.1836 4.9617 0.452
H 7.3342 3.5754 -2.0353 0.279
H 1.8122 -3.4492 3.3890 0.312
H -2.2503 -0.8593 -6.4903 0.363
H 3.4562 4.2946 -1.5280 0.143
H 3.9244 2.2521 -2.8734 0.374
H 2.4204 6.4517 0.2791 0.288
H 8.4521 2.8482 -3.2252 0.330
H -1.1523 -3.5096 -4.0716 0.294
H -4.1660 -5.9244 -1.0059 0.451
H 4.2790 5.7217 3.1792 0.245
H 3.0095 -2.7830 7.1221 0.284
H 2.4579 6.8916 2.5940 0.263
H 2.5662 -3.2019 8.8021 0.324
```

---

No. 2
C6H9N | ωB97M-V/def2-TZVPD

Its total charge is 0. Its SMILES is CC1=C2C[C@H]12.C=N. The spin multiplicity is 1. For the calculated total energy, the calculation gives -7853.0607 eV. The energy above the lowest of the compared OMol25 structures with the same formula, charge and spin comes out at 491.97 kJ/mol. Its gap between HOMO and LUMO is 9.16 eV.

```
16
Properties=species:S:1:pos:R:3:mulliken_charge:R:1
N 1.2777 1.3291 -1.8636 -0.490
C -1.1466 -0.9667 -1.1264 -0.210
C -0.6219 -0.4231 0.9228 0.851
C -0.2075 0.0383 2.2708 -0.917
C -1.5594 -0.0486 -0.0591 -0.473
C 1.8292 1.0197 -0.7648 -0.319
C -0.7782 -1.6050 0.2421 -0.647
H -2.6039 0.2046 0.1469 0.209
H 0.8487 2.2552 -1.7993 0.230
H 1.8514 1.6569 0.1289 0.243
H 2.3229 0.0491 -0.6790 0.324
H 0.0646 -0.8189 2.8918 0.312
H -1.9120 -1.4566 -1.7310 0.238
H -0.2670 -0.6755 -1.6968 0.172
H 0.6629 0.7007 2.2019 0.197
H -1.0091 0.5978 2.7653 0.280
```

---

No. 3
I2OS | ωB97M-V/def2-TZVPD

Its total charge is 0. The spin multiplicity is 1. For the calculated total energy, the calculation gives -29079.1445 eV. The energy above the lowest of the compared OMol25 structures with the same formula, charge and spin comes out at 408.27 kJ/mol. Its gap between HOMO and LUMO is 7.51 eV.

```
4
Properties=species:S:1:pos:R:3:mulliken_charge:R:1
I -1.5722 1.3397 -0.1775 0.292
I -0.0981 -2.2248 -0.1705 0.205
S 0.0132 0.0362 0.8310 -0.085
O 1.6572 0.8489 -0.4830 -0.412
```

---

No. 4
C5H10NO3 | ωB97M-V/def2-TZVPD

Its total charge is -1. The spin multiplicity is 1. For the calculated total energy, the calculation gives -12982.2227 eV. The energy above the lowest of the compared OMol25 structures with the same formula, charge and spin comes out at 36.93 kJ/mol. Its gap between HOMO and LUMO is 8.78 eV.

```
19
Properties=species:S:1:pos:R:3:mulliken_charge:R:1
O -1.1377 0.3814 -0.5977 -0.806
O 1.6013 1.2721 3.0931 -0.716
O -1.1487 0.9079 -2.7764 -0.740
N 0.2594 1.7786 1.2890 -0.256
C -2.3331 -1.0698 -1.9799 -0.879
C 1.7503 -0.5959 0.1000 -0.702
C 1.2961 -0.4541 1.5585 -0.240
C 1.0419 1.0047 2.0163 0.367
C -1.4975 0.2234 -1.8097 0.601
H 0.3054 -0.8906 1.7589 0.239
H -0.1868 1.4766 0.4012 0.320
H -2.9972 -1.0947 -1.1208 0.269
H 2.1896 -1.5878 -0.0767 0.315
H -1.6791 -1.9483 -1.9915 0.200
H 0.8519 -0.4202 -0.5007 -0.008
H -0.1137 2.6878 1.5117 0.208
H 2.4761 0.1902 -0.0982 0.282
H -2.8069 -1.0785 -2.9834 0.287
H 2.1286 -0.7826 2.2062 0.260
```

---

No. 5
C10H30O10 | ωB97M-V/def2-TZVPD

Its total charge is 0. Its SMILES is OCCO.OCCO.OCCO.OCCO.OCCO. The spin multiplicity is 1. For the calculated total energy, the calculation gives -31328.6888 eV. The energy above the lowest of the compared OMol25 structures with the same formula, charge and spin comes out at 59.65 kJ/mol. Its gap between HOMO and LUMO is 10.41 eV.

```
50
Properties=species:S:1:pos:R:3:mulliken_charge:R:1
O 4.0364 3.5024 2.2780 -0.521
O 0.4222 -4.3418 -0.3514 -0.555
O -1.1303 2.7190 1.3784 -0.492
O -4.1698 0.5548 -1.8483 -0.518
O -4.2877 -0.2914 0.9991 -0.562
O 2.1425 -5.5025 1.4613 -0.526
O -1.3654 0.0183 -1.1070 -0.695
O 0.7440 0.4938 -2.8597 -0.542
O 2.4302 -2.6980 -2.5814 -0.525
O 0.8839 5.0679 2.8738 -0.510
C 2.3176 -1.2903 -2.4173 -0.051
C -1.0641 0.6137 0.1593 -0.213
C 1.0491 -3.5111 0.6175 0.187
C -5.0317 -0.4927 -1.3040 -0.433
C 2.1521 4.5203 3.2292 -0.417
C -4.3290 -1.1320 -0.1472 -0.200
C 2.9466 4.3792 1.9648 -0.213
C 1.1535 -0.7978 -3.2555 -0.424
C -1.4052 2.0785 0.1517 -0.479
C 2.3418 -4.1691 1.0688 -0.421
H -5.2304 -1.2186 -2.0948 0.386
H -2.4809 2.1925 -0.0303 0.262
H -5.9646 -0.0127 -1.0130 0.254
H 0.0024 0.4284 0.3110 0.426
H 1.3796 -0.8007 -4.3222 0.319
H 0.0273 0.3752 -2.2179 0.437
H 0.3914 5.2107 3.6869 0.293
H 2.3156 3.9390 1.1890 0.184
H -0.1794 2.8520 1.4358 0.207
H 3.3490 5.3523 1.6801 0.252
H -2.2252 0.3297 -1.4255 0.259
H 0.3654 -1.5429 -3.0810 0.217
H 2.0637 -1.0409 -1.3697 0.052
H 2.6709 5.1848 3.9279 0.365
H -1.5904 0.0962 0.9684 0.247
H -4.2287 0.5198 -2.8085 0.276
H 4.6556 3.5333 1.5442 0.300
H 3.1695 -2.9639 -2.0284 0.293
H -4.8500 -2.0342 0.1725 0.374
H 0.3924 -3.3606 1.4814 0.298
H 1.2346 -2.5657 0.1125 -0.090
H 2.0258 -6.0144 0.6572 0.312
H 2.0350 3.5452 3.7123 0.292
H -0.9210 2.5797 -0.6963 0.301
H -3.3145 -1.4124 -0.4443 0.152
H 3.0684 -4.0789 0.2398 0.154
H 2.8454 -3.6251 1.8717 0.334
H 3.2670 -0.7588 -2.5638 0.316
H -3.9918 0.5827 0.7224 0.326
H -0.1188 -5.0128 0.0724 0.310
```

---

How do the records compare in LUMO? In the order shown, they have 1.24, 0.92, -2.27, 3.92, 0.51 eV.